1.
Below is the molecule C5H10NO3P, with properties calculated with ωB97M-V/def2-TZVPD.

Values from the calculation:
- F_max: 5.23 eV/Å
- Energy relative to the best compared isomer or geometry (same formula, charge and spin): 5.690 eV
- Structure (SMILES): CON(P)C(=O)CCC=O
- Orbital gap: 9.804 eV
- Highest occupied orbital energy: -8.93 eV

Each line ends with the Löwdin charge.
Cartesian coordinates (Å):
C (0.302, 2.347, -0.850)  -0.15
O (1.226, 1.331, -1.026)  -0.17
N (0.590, 0.093, -1.203)  -0.26
P (0.231, -0.770, -2.873)  0.92
C (0.616, -0.887, -0.265)  -0.53
O (0.306, -2.007, -0.691)  -0.07
C (0.902, -0.500, 1.237)  -0.06
C (-0.145, -1.287, 1.995)  -0.17
C (-1.533, -0.925, 1.559)  -0.27
O (-1.813, -0.002, 0.878)  0.07
H (0.869, 3.399, -1.064)  0.13
H (-0.112, 2.525, 0.203)  0.10
H (-0.490, 2.508, -1.588)  0.07
H (0.192, 0.421, -3.472)  -0.18
H (-1.202, -1.140, -2.507)  -0.04
H (1.885, -0.852, 1.565)  0.13
H (0.653, 0.588, 1.396)  0.12
H (0.067, -2.379, 2.089)  0.14
H (-0.192, -0.855, 2.913)  0.08
H (-2.352, -1.609, 1.705)  0.12

***

2.
Below is a structure of composition C47H55N5P2Ti, with properties calculated with ωB97M-V/def2-TZVPD.

Values from the calculation:
- F_max: 0.92 eV/Å
- Energy relative to the best compared isomer or geometry (same formula, charge and spin): 0.168 eV
- Spin multiplicity: 3
- Orbital gap (alpha / beta): 7.151 / 7.308 eV
- Highest occupied orbital energy (alpha / beta): -6.79 / -7.69 eV

Each line ends with the Löwdin charge.
Cartesian coordinates (Å):
Ti (0.139, -0.257, 0.630)  0.83
C (3.070, 2.050, -1.102)  -0.27
P (1.439, 2.266, -0.275)  0.88
C (0.766, 3.529, -1.441)  -0.27
C (1.848, 3.353, 1.143)  -0.41
C (3.163, 3.632, 1.501)  -0.10
C (3.448, 4.437, 2.595)  -0.07
C (2.416, 4.979, 3.341)  -0.07
C (1.104, 4.705, 2.985)  -0.09
C (0.806, 3.893, 1.900)  -0.41
P (-0.934, 3.463, 1.483)  0.89
C (-1.713, 3.339, 3.136)  -0.28
C (-1.558, 5.114, 0.948)  -0.27
H (3.514, 3.016, -1.346)  0.05
H (2.920, 1.494, -2.028)  0.02
H (3.760, 1.481, -0.484)  0.02
H (1.307, 4.463, -1.287)  0.06
H (-0.298, 3.683, -1.279)  0.00
H (0.905, 3.199, -2.467)  0.03
H (3.989, 3.225, 0.936)  0.09
H (4.478, 4.634, 2.862)  0.10
H (2.629, 5.598, 4.201)  0.10
H (0.300, 5.113, 3.583)  0.10
H (-1.744, 4.300, 3.652)  0.03
H (-1.165, 2.610, 3.732)  0.00
H (-2.737, 2.984, 3.004)  0.04
H (-1.337, 5.878, 1.696)  0.04
H (-2.639, 5.060, 0.809)  0.03
H (-1.107, 5.409, 0.001)  0.02
N (-3.165, 1.878, -0.718)  0.12
C (-3.389, 1.758, -2.074)  -0.26
C (-4.630, 1.948, -2.638)  -0.04
C (-4.834, 1.808, -4.024)  -0.09
C (-3.798, 1.501, -4.859)  -0.06
C (-2.508, 1.302, -4.313)  -0.16
C (-1.375, 1.034, -5.122)  -0.01
C (-0.158, 0.850, -4.538)  -0.05
C (-0.081, 0.898, -3.130)  -0.18
N (-1.090, 1.172, -2.346)  0.13
C (-2.299, 1.398, -2.923)  -0.17
H (-3.852, 2.397, -0.196)  0.10
H (-2.211, 2.057, -0.423)  0.01
H (-5.461, 2.217, -1.997)  0.11
H (-5.826, 1.965, -4.426)  0.10
H (-3.942, 1.406, -5.927)  0.11
H (-1.499, 0.965, -6.196)  0.12
H (0.728, 0.629, -5.118)  0.11
H (0.869, 0.689, -2.642)  0.08
C (0.186, -2.691, 3.915)  -0.01
C (1.514, -1.995, 3.978)  -0.21
C (2.183, -1.855, 5.188)  -0.04
C (3.394, -1.189, 5.265)  -0.08
C (3.946, -0.644, 4.118)  -0.04
C (3.302, -0.766, 2.894)  -0.22
C (3.862, -0.091, 1.679)  -0.03
C (2.091, -1.452, 2.834)  -0.26
N (1.426, -1.585, 1.566)  -0.01
C (1.677, -2.714, 0.885)  -0.29
C (2.572, -3.806, 1.405)  0.00
C (1.100, -2.847, -0.404)  -0.31
C (1.159, -4.200, -1.065)  0.00
N (0.478, -1.784, -0.941)  0.03
C (0.212, -1.903, -2.341)  -0.24
C (1.295, -1.912, -3.230)  -0.24
C (2.711, -1.659, -2.772)  -0.03
C (1.058, -2.115, -4.586)  -0.07
C (-0.231, -2.262, -5.066)  -0.09
C (-1.297, -2.171, -4.185)  -0.05
C (-1.099, -1.989, -2.822)  -0.21
C (-2.281, -1.918, -1.902)  -0.01
H (-0.169, -2.926, 4.918)  0.08
H (0.241, -3.626, 3.352)  0.08
H (-0.562, -2.067, 3.423)  0.07
H (1.733, -2.266, 6.083)  0.11
H (3.898, -1.084, 6.216)  0.10
H (4.884, -0.104, 4.168)  0.11
H (4.914, 0.157, 1.819)  0.09
H (3.316, 0.841, 1.517)  0.04
H (3.765, -0.700, 0.778)  0.07
H (3.199, -3.447, 2.216)  0.09
H (3.211, -4.193, 0.611)  0.09
H (1.988, -4.648, 1.788)  0.09
H (1.022, -4.983, -0.321)  0.08
H (2.118, -4.384, -1.555)  0.09
H (0.379, -4.301, -1.817)  0.09
H (2.748, -1.266, -1.756)  0.06
H (3.193, -0.938, -3.435)  0.08
H (3.316, -2.568, -2.798)  0.08
H (1.899, -2.140, -5.268)  0.11
H (-0.407, -2.420, -6.122)  0.10
H (-2.313, -2.248, -4.554)  0.12
H (-3.201, -1.803, -2.475)  0.09
H (-2.206, -1.076, -1.211)  0.05
H (-2.367, -2.820, -1.293)  0.08
N (0.612, 1.404, 3.411)  0.07
C (0.433, 0.872, 2.397)  -0.38
C (-1.849, -0.646, 1.337)  -0.22
C (-2.558, -1.970, 1.237)  -0.32
C (-3.947, -2.011, 1.096)  -0.06
C (-4.632, -3.210, 0.976)  -0.09
C (-3.942, -4.415, 1.003)  -0.10
C (-2.563, -4.396, 1.152)  -0.09
C (-1.886, -3.190, 1.262)  -0.08
H (-1.794, -0.359, 2.396)  0.05
H (-2.492, 0.113, 0.865)  0.03
H (-4.495, -1.076, 1.058)  0.11
H (-5.708, -3.205, 0.856)  0.10
H (-4.471, -5.354, 0.911)  0.09
H (-2.007, -5.326, 1.171)  0.10
H (-0.806, -3.196, 1.354)  0.08

***

3.
Below is a cluster of 2 separate species, C3H6 in total, with properties calculated with ωB97M-V/def2-TZVPD.

Values from the calculation:
- F_max: 3.45 eV/Å
- Energy relative to the best compared isomer or geometry (same formula, charge and spin): 5.362 eV
- Orbital gap: 6.495 eV
- Highest occupied orbital energy: -7.13 eV

Each line ends with the Löwdin charge.
Cartesian coordinates (Å):
C (1.028, 0.403, -0.548)  -0.12
C (-0.343, 0.283, -0.255)  -0.36
C (-0.734, -0.611, 0.813)  -0.08
H (1.253, 0.994, -1.421)  0.03
H (-0.155, -1.255, -0.893)  0.33
H (1.723, 0.387, 0.281)  0.04
H (-1.076, 0.757, -0.911)  0.10
H (-1.483, -0.315, 1.537)  0.04
H (0.139, -1.173, 1.105)  0.02